Record 1
ORCA calculation (ωB97M-V/def2-TZVPD) on C4H6N2 in the gas phase.

Properties
ΔE to the lowest compared entry with this formula, charge and spin: 57.1 kcal/mol
lowest unoccupied orbital energy (alpha / beta): 0.5 / 0.5 eV
HOMO-LUMO gap (alpha / beta): 7.64 / 7.64 eV
strongest force on any atom: 0.3 eV/A
E_HOMO (alpha / beta): -0.2626 / -0.2626 Eh

Last column: Mulliken charge in e.
Atoms and positions in Å:
1 N 1.436537 0.967538 -0.677724  -0.611
2 N -0.446328 -0.203557 0.137265  0.088
3 C 0.679986 -0.890599 0.458872  -0.363
4 C 0.045861 1.117101 -0.389887  -0.420
5 C -1.726227 -0.455785 0.234481  -0.348
6 C 1.759179 -0.161539 -0.124154  -0.154
7 H -0.573813 1.427744 -1.235235  0.333
8 H -0.092251 1.821349 0.439990  0.297
9 H -2.403540 0.165415 -0.334629  0.212
10 H 0.639330 -1.910064 0.812699  0.348
11 H 2.787230 -0.515852 -0.157956  0.366
12 H -2.083750 -1.292349 0.817453  0.252

Atomic forces in eV per Å
N 0.0 -0.3 0.1
N -0.1 0.0 0.0
C -0.1 0.0 -0.1
C -0.2 0.2 -0.1
C 0.1 -0.1 0.0
C 0.1 0.0 0.0
H 0.2 0.0 0.0
H 0.0 -0.1 -0.1
H 0.0 0.1 0.3
H 0.0 0.2 0.0
H -0.2 0.0 0.1
H 0.1 0.0 -0.2

---

Record 2
ORCA calculation (ωB97M-V/def2-TZVPD) on C4H6N2 in the gas phase in a non-equilibrium geometry.

Properties
ΔE to the lowest compared entry with this formula, charge and spin: 87.1 kcal/mol
lowest unoccupied orbital energy: 0.7 eV
SMILES: N#CC1CNC1
HOMO-LUMO gap: 10.45 eV
strongest force on any atom: 7.0 eV/A
E_HOMO: -0.3599 Eh

Last column: Mulliken charge in e.
Atoms and positions in Å:
1 N 0.712588 -0.709679 -0.716645  -0.481
2 N -1.187639 2.601153 -0.894583  -0.472
3 C -0.879789 1.513858 -0.488356  -0.009
4 C 1.063903 0.039114 0.428849  -0.468
5 C -0.374437 0.499760 0.479750  0.110
6 C -0.709910 -0.835432 -0.318387  -0.525
7 H -1.236516 -1.767857 0.317997  0.262
8 H 1.868688 0.879192 0.320443  0.229
9 H -1.345885 -0.490887 -1.164048  0.304
10 H 1.139769 -1.755302 -0.627457  0.283
11 H 1.545999 -0.626638 1.197709  0.292
12 H -0.596770 0.652717 1.464727  0.476

Atomic forces in eV per Å
N 1.4 -6.7 -1.4
N 1.0 -5.1 1.1
C 0.3 6.1 0.6
C 3.3 2.3 0.2
C -0.7 -1.3 -1.7
C -1.8 0.2 1.1
H 2.0 2.3 -1.7
H -1.4 -1.3 -0.3
H 0.0 -1.3 0.5
H -0.8 3.3 -0.9
H -1.4 0.8 0.2
H -1.9 0.8 2.3

---

Record 3
ORCA calculation (ωB97M-V/def2-TZVPD) on C4H6N2 in the gas phase in a non-equilibrium geometry.

Properties
ΔE to the lowest compared entry with this formula, charge and spin: 26.3 kcal/mol
lowest unoccupied orbital energy: 1.0 eV
SMILES: Nc1ccc[nH]1
HOMO-LUMO gap: 8.64 eV
strongest force on any atom: 2.1 eV/A
E_HOMO: -0.2803 Eh

Last column: Mulliken charge in e.
Atoms and positions in Å:
1 N -0.983092 1.623162 0.697130  -0.552
2 N 0.944348 0.297976 0.461624  -0.123
3 C -0.384972 0.422221 0.294686  0.258
4 C -0.843959 -0.736579 -0.303484  -0.461
5 C 0.287194 -1.562131 -0.551072  -0.360
6 C 1.403794 -0.880146 -0.094141  -0.521
7 H 1.524024 0.861240 1.057669  0.238
8 H -1.863231 -0.918754 -0.611358  0.378
9 H -0.635169 2.398882 0.137803  0.252
10 H 2.280953 -0.552970 -0.617820  0.246
11 H 0.253888 -2.529774 -1.046468  0.391
12 H -1.983777 1.576874 0.575431  0.254

Atomic forces in eV per Å
N -0.4 0.0 -0.1
N -0.3 0.2 0.1
C -0.1 -0.1 0.2
C -0.2 0.1 0.1
C 0.1 0.2 -0.1
C -0.4 0.6 -0.5
H -0.1 0.4 -0.2
H 0.1 -0.1 0.1
H -0.1 -0.1 0.2
H 1.3 -1.7 0.0
H 0.2 0.4 0.0
H -0.1 0.1 0.1

---

Record 4
ORCA calculation (ωB97M-V/def2-TZVPD) on C4H6N2 in the gas phase in a non-equilibrium geometry.

Properties
ΔE to the lowest compared entry with this formula, charge and spin: 4.4 kcal/mol
lowest unoccupied orbital energy: 0.9 eV
SMILES: Cc1cnc[nH]1
HOMO-LUMO gap: 9.40 eV
strongest force on any atom: 1.3 eV/A
E_HOMO: -0.3127 Eh

Last column: Mulliken charge in e.
Atoms and positions in Å:
1 N 1.308575 -0.783538 -0.706483  -0.595
2 N 0.419899 0.864123 0.447529  -0.120
3 C 1.553788 0.351036 -0.107726  -0.194
4 C -0.618052 0.021350 0.146293  0.527
5 C -0.015814 -1.035176 -0.483783  -0.420
6 C -2.065063 0.268093 0.429455  -1.034
7 H -2.189976 0.964148 1.261566  0.310
8 H 2.522515 0.810330 -0.022210  0.383
9 H 0.440500 1.601956 1.131289  0.217
10 H -0.560517 -1.857195 -0.915401  0.375
11 H -2.598126 0.643695 -0.440330  0.243
12 H -2.483826 -0.674736 0.782502  0.308

Atomic forces in eV per Å
N 0.5 -0.3 0.2
N 0.4 0.6 0.0
C -0.2 -0.5 0.1
C 0.1 -0.6 0.3
C -0.8 0.8 -0.7
C 0.5 -0.2 0.8
H 0.0 0.1 -0.1
H 0.0 0.1 0.0
H -0.3 0.2 -0.2
H 0.2 -0.3 -0.1
H -0.1 0.0 0.0
H -0.3 0.1 -0.3

---

Record 5
ORCA calculation (ωB97M-V/def2-TZVPD) on C4H6N2 in the gas phase in a non-equilibrium geometry.

Properties
ΔE to the lowest compared entry with this formula, charge and spin: 94.4 kcal/mol
lowest unoccupied orbital energy: 0.7 eV
HOMO-LUMO gap: 9.33 eV
strongest force on any atom: 1.9 eV/A
E_HOMO: -0.3178 Eh

Last column: Mulliken charge in e.
Atoms and positions in Å:
1 N -0.377107 2.651946 -0.587241  -0.451
2 N -0.985437 -0.447950 0.754102  -0.513
3 C -0.868259 -0.849689 -0.909477  -0.677
4 C 0.019569 0.088013 -0.176516  1.317
5 C 1.460685 -0.269434 0.118482  -1.439
6 C -0.197331 1.525065 -0.356281  -0.125
7 H -1.710185 -0.277452 -1.321624  0.236
8 H -1.014480 -1.443720 0.925262  0.347
9 H 1.834324 0.245910 1.009293  0.334
10 H -1.771742 0.120959 1.028765  0.272
11 H 1.529838 -1.351323 0.255480  0.381
12 H 2.080127 0.007678 -0.740246  0.318

Atomic forces in eV per Å
N 0.3 -1.8 0.4
N -0.4 -0.5 -0.2
C -0.2 0.4 -0.2
C 0.2 -0.1 -0.1
C 0.0 -0.1 0.0
C -0.3 1.8 -0.4
H 0.2 0.1 -0.1
H 0.4 0.2 0.6
H -0.1 -0.1 -0.1
H 0.1 0.0 0.0
H 0.0 0.1 0.0
H -0.1 0.0 0.1

---

Record 6
ORCA calculation (ωB97M-V/def2-TZVPD) on 2 unconnected molecules or ions with the total composition C4H6N2 in a non-equilibrium geometry.

Properties
ΔE to the lowest compared entry with this formula, charge and spin: 100.2 kcal/mol
lowest unoccupied orbital energy: 0.3 eV
SMILES: C=C=C=C=N.N
HOMO-LUMO gap: 8.22 eV
strongest force on any atom: 4.6 eV/A
E_HOMO: -0.2929 Eh

Last column: Mulliken charge in e.
Atoms and positions in Å:
1 N 0.613118 -0.727702 -2.168092  -0.622
2 N -0.501070 -2.471217 1.229308  -0.527
3 C -0.327799 1.234988 1.315302  0.386
4 C -0.275155 -0.022788 1.227779  0.603
5 C -0.236586 2.513454 1.356515  -1.420
6 C -0.211159 -1.291461 1.049265  0.118
7 H -0.073006 2.990712 2.216177  0.334
8 H 1.515749 -0.445637 -2.398394  0.204
9 H -0.090180 -0.089534 -2.259945  0.206
10 H -0.765106 3.085364 0.536980  0.215
11 H -0.125325 -3.267743 0.739283  0.277
12 H 0.476520 -1.508437 -2.844176  0.224

Atomic forces in eV per Å
N 0.7 -4.5 -0.2
N -0.2 0.6 -0.7
C 0.8 -1.4 -0.3
C 0.1 -0.3 -0.3
C -2.4 0.7 -3.9
C -0.9 -1.1 1.1
H 1.2 2.0 3.2
H 1.5 1.4 -0.1
H -1.8 2.2 -0.5
H 0.8 -0.6 1.0
H 0.6 0.1 0.0
H -0.4 0.8 0.9

---

What did the fifth record say?
ORCA calculation (ωB97M-V/def2-TZVPD) on C4H6N2 in the gas phase in a non-equilibrium geometry.

Properties
ΔE to the lowest compared entry with this formula, charge and spin: 94.4 kcal/mol
lowest unoccupied orbital energy: 0.7 eV
HOMO-LUMO gap: 9.33 eV
strongest force on any atom: 1.9 eV/A
E_HOMO: -0.3178 Eh

Last column: Mulliken charge in e.
Atoms and positions in Å:
1 N -0.377107 2.651946 -0.587241  -0.451
2 N -0.985437 -0.447950 0.754102  -0.513
3 C -0.868259 -0.849689 -0.909477  -0.677
4 C 0.019569 0.088013 -0.176516  1.317
5 C 1.460685 -0.269434 0.118482  -1.439
6 C -0.197331 1.525065 -0.356281  -0.125
7 H -1.710185 -0.277452 -1.321624  0.236
8 H -1.014480 -1.443720 0.925262  0.347
9 H 1.834324 0.245910 1.009293  0.334
10 H -1.771742 0.120959 1.028765  0.272
11 H 1.529838 -1.351323 0.255480  0.381
12 H 2.080127 0.007678 -0.740246  0.318

Atomic forces in eV per Å
N 0.3 -1.8 0.4
N -0.4 -0.5 -0.2
C -0.2 0.4 -0.2
C 0.2 -0.1 -0.1
C 0.0 -0.1 0.0
C -0.3 1.8 -0.4
H 0.2 0.1 -0.1
H 0.4 0.2 0.6
H -0.1 -0.1 -0.1
H 0.1 0.0 0.0
H 0.0 0.1 0.0
H -0.1 0.0 0.1